A cluster of 9 separate species, C32H66NO17S7 in total in a non-equilibrium geometry, computed with ωB97M-V/def2-TZVPD.

Geometry (Å):
N 0.5610 -0.4555 0.0559
H 0.0360 -0.7995 -0.5291
H 1.4450 -0.9115 0.1069
H 0.1790 -0.3455 0.8629
H 0.5240 0.5055 -0.3461
C 1.8430 5.2595 -0.4551
C 2.0330 4.1855 -1.4661
C 3.4730 4.1035 -2.0581
O 3.8870 2.7825 -1.8791
C 3.0190 2.1485 -1.0651
O 3.1390 1.0505 -0.5931
O 1.8830 2.8955 -0.7951
H 0.8440 5.3035 -0.0001
H 1.9760 6.4005 -0.7851
H 2.5370 5.1005 0.3389
H 1.2180 4.0785 -2.1681
H 4.2610 4.4745 -1.4641
H 3.4940 4.2775 -3.0101
C 0.2550 -2.5535 6.4839
C 1.8180 -2.4475 6.4149
C 2.2200 -2.2815 4.8829
S 0.8800 -3.0865 3.9869
O 1.2470 -4.3645 3.5019
O 0.5360 -2.0705 3.0169
C -0.2690 -3.3835 5.2259
H -0.3550 -1.5105 6.3549
H 0.1930 -2.9975 7.3609
H 2.2820 -3.3985 6.7419
H 2.1630 -1.8495 7.1399
H 3.2820 -2.4305 4.5809
H 2.2300 -1.3095 4.6759
H -0.4410 -4.3675 5.0649
H -1.1050 -2.8675 4.7179
C 0.0020 2.0465 5.6069
C 0.3960 3.5235 5.4479
C 0.7360 3.8885 3.9679
S -0.3080 2.7075 3.1069
O 0.4250 1.8975 2.2969
O -1.4860 3.4425 2.6249
C -0.7530 1.6665 4.4209
H -0.3620 1.7175 6.6419
H 0.9730 1.4775 5.4209
H 1.2310 3.8755 5.9119
H -0.5070 3.9815 5.7189
H 1.7390 3.7055 3.5069
H 0.5310 4.8315 3.6009
H -0.8220 0.6625 4.1899
H -1.7400 2.0865 4.5039
C -2.3200 3.7005 -3.2131
C -2.1900 4.5925 -1.9191
C -2.1780 3.8595 -0.6321
S -2.7270 2.3125 -1.1671
O -4.0570 2.1265 -0.5991
O -1.7660 1.3095 -0.9511
C -3.0290 2.4655 -2.8501
H -1.3070 3.5365 -3.4691
H -2.7970 4.0385 -4.1091
H -2.9110 5.3055 -2.0221
H -1.4560 5.3685 -2.0311
H -2.8410 3.9485 0.1519
H -1.2610 3.6045 -0.2971
H -4.0660 2.5005 -2.7591
H -2.6760 1.6565 -3.2511
C 1.2440 1.1035 -6.0251
C 0.8270 -0.3185 -5.7751
C 1.9560 -1.0875 -5.0211
S 2.3290 0.1395 -3.8321
O 3.6960 -0.0305 -3.4481
O 1.2950 -0.0465 -2.7831
C 1.9710 1.5825 -4.8061
H 0.5940 1.7245 -6.4981
H 1.9090 1.1495 -6.9051
H 0.6170 -0.5935 -6.7691
H 0.0100 -0.4735 -5.0671
H 2.7390 -1.4135 -5.5171
H 1.7180 -1.9695 -4.4841
H 2.9730 2.0175 -5.0581
H 1.4850 2.1585 -4.4041
C -5.5550 -1.0015 1.2329
C -5.2960 0.0505 2.1379
C -3.7550 0.1645 2.4579
S -3.1890 -1.4365 2.0199
O -2.7570 -2.1185 3.1629
O -2.3520 -1.2935 0.8959
C -4.6990 -2.2565 1.5899
H -5.3540 -0.9255 0.1199
H -6.6990 -1.3645 1.3219
H -6.0010 -0.1915 3.0979
H -5.7030 0.9315 1.6069
H -3.3460 0.3275 3.5579
H -3.1180 0.7825 1.8399
H -5.1410 -2.5005 2.5839
H -4.6510 -2.9245 0.5239
C -3.5890 -1.2995 -2.8281
C -4.0630 -2.6745 -2.5741
C -2.8770 -3.6445 -2.4881
S -1.5860 -2.8725 -3.3811
O -1.3270 -3.5235 -4.5021
O -0.4790 -2.6215 -2.4731
C -2.4010 -1.3655 -3.7851
H -3.1470 -1.0635 -1.8521
H -4.1010 -0.5955 -3.3441
H -4.8500 -2.7525 -3.3921
H -4.8310 -2.7705 -1.7751
H -2.8550 -4.6655 -3.0801
H -2.4720 -3.8215 -1.3141
H -2.6690 -1.0975 -4.8431
H -1.5990 -0.5315 -3.6021
C 6.1430 -3.3205 -0.6691
C 5.4280 -4.0745 -1.8041
C 3.8720 -3.8195 -1.5511
S 3.4810 -3.7965 0.2339
O 2.8310 -4.9685 0.6889
O 2.7700 -2.5455 0.3409
C 5.1750 -3.6475 0.5999
H 6.1640 -2.3635 -0.7151
H 7.0210 -3.6725 -0.4461
H 5.5910 -5.1125 -1.5201
H 5.6100 -3.5585 -2.9251
H 3.2500 -4.5125 -2.0061
H 3.3560 -2.9915 -1.9001
H 5.3140 -4.6055 1.0019
H 5.3270 -2.8645 1.3979

Atomic forces in eV per Å
7.8545 6.1821 0.3027
-7.2981 -6.0999 -7.5347
1.3725 -0.3336 -0.1449
-3.2735 0.1715 6.9436
1.4029 -0.2628 0.4024
-0.7469 3.3582 -0.0817
0.0749 -0.9240 0.2682
-1.1616 -1.2066 5.0219
-1.2170 -2.9217 0.3432
-0.8536 -1.5635 1.1178
0.3375 1.1119 -0.5588
1.8887 0.2257 -0.4939
0.1088 -0.5088 -0.2425
0.0663 -2.6336 0.1048
0.6198 -0.0661 0.6500
0.1081 0.8544 -0.8427
0.3047 2.6261 0.4262
0.3663 1.6555 -5.5142
-0.1657 2.7366 -5.1588
-0.8670 -3.4370 -4.0470
0.7702 -2.3874 3.0055
2.8167 1.6391 -1.7205
0.6283 -1.5456 -0.6176
-0.9274 0.1463 0.0776
-0.4609 4.9659 0.5240
1.8613 -2.3606 0.8848
-1.7864 -1.9330 4.1454
-0.7259 -0.0944 -0.2172
1.3852 3.2038 2.0072
-0.8214 -1.4258 0.2997
-1.1054 4.2900 -1.1142
-0.3759 -3.3624 0.9622
-0.2965 -0.1813 0.8272
4.4122 -1.4027 1.1948
-0.9272 -0.6889 -2.1347
0.2012 -3.1507 -0.4476
-3.5662 4.4691 2.4614
3.8859 -3.6957 -5.3845
1.0599 -0.9225 0.1441
-3.0556 2.4401 0.8938
0.1979 0.7666 -1.6525
-0.7466 0.3677 0.8880
1.8497 0.5871 2.4753
-0.9285 1.7507 0.4463
-0.3323 -0.4159 1.2910
-1.1098 2.1283 -0.1368
0.2238 -2.0225 -0.8164
-1.1795 -0.4270 0.5595
0.7601 0.8485 0.6519
0.1777 1.5577 -1.9529
-0.6893 -0.9726 -2.6441
-3.6625 -1.6271 1.5990
0.4101 -0.1577 0.3648
2.5344 -2.0254 0.6432
-0.3428 3.5626 2.5028
1.0930 -0.8817 -0.6485
-0.2361 1.4375 -0.1706
-3.2482 1.4302 0.4750
1.6505 -0.4060 0.0241
-1.3742 1.5943 1.6394
3.3023 -0.1454 1.3539
-1.8794 0.3438 -1.0317
1.7321 -4.7275 -2.6173
3.1688 -1.5042 -0.1620
0.0024 -1.1541 0.5746
-3.7034 2.4075 0.5884
-1.0426 -2.2851 2.4352
0.6176 0.8650 0.0757
1.0395 1.2168 -1.3572
10.2775 -8.8701 -7.7387
-3.0864 1.9694 -0.0403
0.6848 -0.8467 0.4890
-0.6754 -1.7008 -0.8496
-0.5224 0.5566 -0.6357
4.1574 -0.5688 -2.9855
-1.2614 -0.6038 0.8325
-0.8261 -0.2768 0.3080
-8.9330 10.7563 8.4256
-2.7319 -5.5353 -3.8846
-0.9444 3.3401 3.3207
-0.0753 -0.0412 2.0701
-1.3689 -0.8619 -0.3828
1.7355 -1.3430 2.9251
1.6538 0.1617 -2.2130
-1.3260 0.8160 -2.1675
-0.3129 1.1454 1.2100
2.4367 1.0070 -0.4612
2.1220 0.9881 -1.8719
0.3860 0.2291 1.0233
-1.5529 -0.2909 -2.0814
-0.5813 0.6579 -0.4540
0.6210 -1.3821 -0.9812
0.0767 1.1958 3.8404
4.4478 -0.6621 2.2819
-4.0210 -1.3860 -1.6502
0.4728 -2.2278 1.9621
0.0536 5.5643 8.5053
2.2250 -5.8977 -9.6055
-0.5975 0.2598 -0.1816
1.7358 2.7389 -0.2041
-0.2988 1.3921 -0.1372
-3.0328 2.0624 -0.2658
1.3428 -1.3879 0.0630
1.1440 0.2292 0.3041
-0.8893 1.8089 1.5761
-1.2153 0.5106 -3.3506
0.0951 -1.4357 0.6770
-1.3897 -1.4206 0.2736
-7.0728 -4.6085 0.8377
-1.9232 3.0781 -1.3326
1.5403 -1.5145 0.9583
-0.2105 1.9478 -4.1838
0.2111 -1.2324 0.8585
-0.1916 0.8106 1.0730
1.8121 2.1617 1.2014
0.0809 6.3968 -0.8729
4.9891 -2.0919 1.0861
0.2323 -0.3144 -1.3937
0.1170 -2.2420 2.9428
-0.8226 -2.3243 -0.7238
0.1944 2.6001 -0.6635
1.0736 -1.4313 0.7499
-0.2342 -0.9662 -0.6338

Values from the calculation:
E_HOMO in Ha: -0.4233
ΔE to the lowest compared entry with this formula, charge and spin in kJ/mol: 580.6
Charge: +1
HOMO-LUMO gap in eV: 9.81
Energy in hartree: -5379.171426